No. 1
DFT (ωB97M-V/def2-TZVPD) results for the ion C24H45BF2N4O6P with charge +1 at a distorted geometry.

Properties
Structure (SMILES): C=CC(=O)OCCCCCC[C@@H]1[C@H](C[C@H](C)F)[C@H](P(N)O)[N@+](N)(CC(=O)F)[C@]1(CC(=O)N(C)C)B(O)CC
Gap between HOMO and LUMO, eV: 6.540
Net charge: +1
Total energy, eV: -59237.2394

CARTESIAN COORDINATES (ANGSTROEM)
C1 -4.78401 5.26896 -1.22608
C2 -4.68416 4.64200 -2.58838
C3 -5.36360 3.17569 -2.97231
O1 -6.69411 3.20621 -3.24292
O2 -4.58058 1.90601 -3.05908
C4 -4.80820 1.16973 -1.80802
C5 -4.63915 -0.45433 -1.92754
C6 -3.34066 -0.90936 -2.86734
C7 -1.94642 -1.02629 -1.94339
C8 -0.82380 -0.12401 -2.64864
C9 0.36449 0.54855 -1.78808
C10 1.24238 -0.28672 -0.74663
C11 1.08060 -1.92564 -0.49305
C12 0.89113 -2.97229 -1.71619
C13 2.43681 -3.32610 -2.26553
C14 2.17485 -3.93842 -3.79658
F1 3.04788 -4.39235 -1.39312
C15 0.25108 -2.10198 0.95154
P1 -1.49370 -2.84989 0.98012
N1 -1.67478 -4.33029 0.02461
O3 -1.74405 -3.43419 2.64272
N2 0.52828 -0.76509 1.69415
N3 1.12477 -1.32163 2.85334
C16 -0.67847 -0.14014 2.43085
C17 -1.86168 0.51582 1.55478
O4 -3.15369 0.23047 1.90340
F2 -1.81295 1.47113 0.42848
C18 1.42275 0.18951 0.86228
C19 3.08490 0.04839 1.06973
C20 3.67379 0.78472 2.40611
O5 4.85083 1.45744 2.24531
N4 3.16554 0.74354 3.82037
C21 3.78677 -0.33917 4.66718
C22 3.16000 2.08668 4.50860
B1 1.42119 1.81215 1.10243
O6 0.93838 2.59976 2.24001
C23 2.15527 2.79375 -0.05405
C24 3.27000 3.79809 0.64718
H1 -3.78674 5.48895 -0.61236
H2 -5.79428 5.61697 -0.73642
H3 -4.10374 5.24432 -3.41053
H4 -4.15059 1.62746 -0.95494
H5 -5.93848 1.37050 -1.49455
H6 -5.61442 -0.88825 -2.46181
H7 -4.53921 -0.92629 -0.84292
H8 -3.19972 -0.24894 -3.82188
H9 -3.64071 -1.99328 -3.26942
H10 -1.74904 -2.20370 -1.92213
H11 -2.28537 -0.74519 -0.86312
H12 -0.32545 -0.74404 -3.53668
H13 -1.38391 0.77225 -3.20822
H14 1.12360 0.94220 -2.63282
H15 -0.08907 1.58789 -1.40513
H16 2.31798 -0.32070 -1.27567
H17 2.17549 -2.26144 -0.12444
H18 0.31678 -2.62119 -2.65905
H19 0.46913 -4.02548 -1.42424
H20 3.11216 -2.37598 -2.35758
H21 1.76994 -3.01842 -4.42160
H22 1.39785 -4.82957 -3.73321
H23 3.20011 -4.35014 -4.22656
H24 0.85557 -3.05852 1.34157
H25 -1.83496 -4.17092 -0.99188
H26 -0.88975 -5.02968 0.19207
H27 -1.05813 -4.14950 2.84937
H28 0.52525 -2.10632 3.24345
H29 2.01470 -1.81164 2.65420
H30 -1.23718 -0.94555 3.11956
H31 -0.28524 0.61800 3.26928
H32 3.42812 -1.07899 1.16670
H33 3.68986 0.48921 0.16001
H34 3.05421 -0.56963 5.58163
H35 4.79275 0.06970 5.10182
H36 3.87523 -1.33709 4.06229
H37 2.02079 2.30941 4.78892
H38 3.47665 2.99677 3.82236
H39 3.76355 2.06060 5.53128
H40 0.02662 2.92657 1.96372
H41 2.57621 2.17143 -0.95299
H42 1.28109 3.51426 -0.42940
H43 3.10867 3.97176 1.79127
H44 4.37448 3.36269 0.51289
H45 3.17149 4.85885 0.12091

Atom charges from the Löwdin analysis, given in e for atoms 1 to 6:
1 C -0.014
2 C -0.050
3 C -0.229
4 O -0.015
5 O -0.119
6 C -0.199



No. 2
DFT (ωB97M-V/def2-TZVPD) results for a structure of composition C24H45BiF5OP2Te at a distorted geometry.

Properties
Gap between HOMO and LUMO, eV: 3.544
Energy above the lowest of the compared OMol25 structures with the same formula, charge and spin, kcal per mole: 33.11
Net charge: +1
Total energy, eV: -72953.1779

CARTESIAN COORDINATES (ANGSTROEM)
Bi1 -0.10896 0.77130 -1.44988
C1 3.39259 0.22987 0.56012
C2 3.13681 1.31066 -0.32703
C3 2.18659 1.81051 1.71861
C4 2.83403 0.55020 1.82686
C5 2.38313 2.28895 0.38846
C6 4.11252 -1.02002 0.22453
H1 4.17353 -1.15692 -0.86412
H2 3.60595 -1.89747 0.65586
H3 5.14209 -1.00836 0.61848
C7 2.89349 -0.25348 3.05871
H4 3.42725 -1.19419 2.89058
H5 1.88147 -0.47349 3.41906
H6 3.41089 0.29842 3.85558
C8 1.46293 2.48733 2.80095
H7 2.15940 3.01270 3.46976
H8 0.90364 1.76462 3.40433
H9 0.75308 3.22065 2.40780
C9 1.87740 3.56806 -0.17668
H10 2.70601 4.14877 -0.61067
H11 1.39713 4.16832 0.60482
H12 1.13656 3.40694 -0.98385
C10 3.57675 1.38655 -1.73926
H13 4.67652 1.40747 -1.81174
H14 3.19925 2.29524 -2.22946
H15 3.23870 0.51392 -2.32134
C11 -1.09865 -1.05938 -2.39823
C12 0.34151 -1.10194 -2.64849
C13 0.94671 -0.77901 -4.00135
C14 1.07158 0.71965 -4.36924
C15 0.24067 1.68830 -3.54011
C16 -1.19135 1.54011 -3.41810
C17 -1.89771 0.48723 -4.24747
C18 -2.05316 -0.85860 -3.54449
H16 0.43637 -1.32174 -4.81274
H17 0.83530 0.83793 -5.44520
H18 1.96248 -1.20289 -4.00651
H19 -1.92358 -1.66150 -4.28887
H20 -1.46394 -1.69230 -1.58368
H21 0.88649 -1.84522 -2.05834
H22 -3.07843 -0.98467 -3.17763
H23 -2.90824 0.84279 -4.51351
H24 -1.79976 2.41183 -3.15447
H25 -1.37388 0.32685 -5.20228
H26 2.13546 1.00265 -4.25991
H27 0.66965 2.69662 -3.43761
P1 0.12853 -4.10744 -0.31701
C19 0.88697 -3.94455 1.33814
H28 0.27169 -4.47266 2.07747
H29 0.91018 -2.87605 1.59063
H30 1.90915 -4.34265 1.31988
C20 -1.60172 -4.43179 0.16843
H31 -1.60201 -4.95473 1.13264
H32 -2.09558 -5.03078 -0.60561
H33 -2.12401 -3.47531 0.28421
C21 0.70782 -5.72454 -0.92124
H34 0.47900 -5.77670 -1.99461
H35 0.20402 -6.54234 -0.38699
H36 1.79672 -5.77778 -0.79847
P2 -3.93036 2.26398 -0.48798
C22 -3.68209 4.06507 -0.72529
H37 -4.60043 4.50953 -1.12937
H38 -2.85734 4.20839 -1.43935
H39 -3.41673 4.52456 0.23405
C23 -5.26930 1.99338 -1.69895
H40 -4.81581 1.88070 -2.69462
H41 -5.93157 2.86991 -1.68869
H42 -5.81602 1.07955 -1.44398
C24 -4.75885 2.23486 1.12207
H43 -5.72286 2.74091 1.03068
H44 -4.11815 2.74412 1.85008
H45 -4.88630 1.19332 1.43176
F1 -0.32895 -0.25959 3.50268
Te1 -1.41687 -0.49133 1.89221
F2 -2.97362 -0.00481 2.93053
F3 -1.33154 1.41938 1.44681
F4 -1.69003 -2.32967 2.41209
F5 -2.71115 -0.76016 0.47198
O1 -0.05784 -0.81211 0.67935

Atom charges from the Löwdin analysis, given in e for atoms 1 to 6:
1 Bi 1.737
2 C -0.184
3 C -0.120
4 C -0.158
5 C -0.068
6 C -0.202



No. 3
DFT (ωB97M-V/def2-TZVPD) results for a structure of composition C24H45Cl2FLiN3NaO6S2 at a distorted geometry.

Properties
Gap between HOMO and LUMO, eV: 6.561
Net charge: +1
Total energy, eV: -96411.8244

CARTESIAN COORDINATES (ANGSTROEM)
C1 -1.37398 -6.77262 -0.77102
C2 -2.41609 -5.51944 -0.63875
C3 -2.39391 -4.78789 -2.08398
C4 -1.71666 -4.52504 0.45622
C5 -2.77563 -3.63205 1.26831
C6 -3.78946 -2.80167 0.34225
C7 -1.95316 -2.74983 2.33288
O1 -0.50841 -2.63986 2.03626
C8 -0.26741 -1.22286 1.89913
C9 0.13732 -0.30885 3.09521
C10 0.35021 -0.93108 4.54462
C11 1.98149 -1.17205 4.72287
O2 2.61898 -0.79572 3.45863
C12 2.63251 -0.26710 5.87794
N1 3.90973 -0.94147 6.30117
C13 0.32843 1.24299 2.83409
C14 0.14982 1.80779 1.33952
C15 -0.24434 0.89523 0.13533
N2 -0.47801 1.18982 -1.25469
S1 -0.86733 -0.31363 -1.99975
N3 -0.77155 -1.44094 -0.72069
C16 -0.44007 -0.63924 0.43138
H1 -1.60356 -7.41131 -1.68776
H2 -0.33277 -6.27279 -0.87348
H3 -1.34635 -7.36136 0.21607
H4 -3.44780 -5.88038 -0.30955
H5 -2.22845 -3.65953 -1.91295
H6 -3.31211 -4.99303 -2.72954
H7 -1.46619 -5.16679 -2.64576
H8 -1.22558 -5.24299 1.22406
H9 -0.93957 -3.92863 -0.13340
H10 -3.41722 -4.37023 1.88952
H11 -4.42015 -2.10565 1.01104
H12 -3.28710 -2.15199 -0.45414
H13 -4.44315 -3.56940 -0.21847
H14 -2.01849 -3.29594 3.35505
H15 -2.35780 -1.69574 2.50334
H16 -0.08331 -0.23666 5.39743
H17 -0.13422 -1.97014 4.69750
H18 2.22265 -2.30539 4.86346
H19 3.55518 -1.09381 3.45469
H20 2.89474 0.75612 5.44271
H21 1.97039 -0.13434 6.79738
H22 3.95662 -0.91641 7.33604
H23 4.69894 -0.35354 5.99049
H24 0.60488 1.92729 3.72221
H25 0.32196 2.94213 1.10639
Li1 1.01015 -3.20037 5.60824
C17 7.40749 -0.82854 7.80557
Cl1 7.28291 0.28567 6.43941
Cl2 6.10889 -0.55383 8.97194
H26 7.34098 -1.85057 7.43526
H27 8.36557 -0.67711 8.30064
F1 0.30010 0.74030 6.42452
Na1 -1.40479 3.43650 2.35470
O3 -4.44327 3.39736 -6.09631
S2 -4.04374 2.03025 -6.30089
O4 -4.14314 1.04410 -5.25544
O5 -2.53742 2.00655 -6.89641
C18 -1.50846 2.66066 -6.15693
C19 -1.10908 1.86530 -4.92833
C20 -4.86728 1.40030 -7.73607
H28 -1.81221 3.67657 -5.89032
H29 -0.64449 2.74681 -6.82241
H30 -1.92858 1.81540 -4.20744
H31 -0.25251 2.32521 -4.42853
H32 -0.85433 0.83746 -5.19971
H33 -4.77068 2.12067 -8.54640
H34 -5.91811 1.26052 -7.48017
H35 -4.42181 0.44356 -8.00754
C21 3.54921 4.83578 -1.68131
C22 2.04326 4.76703 -1.49947
O6 1.35816 5.91334 -1.98475
C23 1.49228 6.18878 -3.37340
C24 0.95702 5.08265 -4.26604
H36 3.94770 5.75557 -1.24478
H37 4.03034 3.97948 -1.20385
H38 3.82563 4.82976 -2.73767
H39 1.82142 4.70604 -0.42986
H40 1.63288 3.85867 -1.95506
H41 2.53300 6.42459 -3.61579
H42 0.91680 7.09908 -3.56226
H43 1.54499 4.16625 -4.16530
H44 0.99250 5.38758 -5.31459
H45 -0.07540 4.83870 -4.00254

Atom charges from the Löwdin analysis, given in e for atoms 1 to 6:
1 C -0.119
2 C -0.367
3 C -0.099
4 C -0.172
5 C -0.303
6 C -0.082